Entry 1:
ORCA calculation (ωB97M-V/def2-TZVPD) on an isolated molecule of C5H6O2.

```
! RIJCOSX wB97M-V def2-TZVPD def2/J DEFGRID3
* xyz 0 1
C -0.369 -1.265 -2.705
C 0.159 -0.805 -1.725
C 0.760 -0.190 -0.541
O 1.953 -0.220 -0.340
C -0.216 0.517 0.416
C -0.141 -0.128 1.789
O 0.156 1.869 0.578
H -0.827 -1.679 -3.578
H -1.234 0.433 0.006
H -0.827 0.383 2.470
H 0.880 -0.033 2.168
H -0.409 -1.189 1.745
H 0.116 2.307 -0.282
*
```

Summary:
HOMO-LUMO gap, eV: 10.1
Energy above the lowest of the compared OMol25 structures with the same formula, charge and spin, kcal/mol: 55.3
SMILES: C#CC(=O)[C@@H](C)O

***

Entry 2:
ORCA calculation (ωB97M-V/def2-TZVPD) on an isolated molecule of C5H6O2.

```
! RIJCOSX wB97M-V def2-TZVPD def2/J DEFGRID3
* xyz 0 1
C -0.450 1.449 2.489
C 0.051 1.101 1.448
C 0.718 0.557 0.278
O 1.721 1.056 -0.187
C 0.130 -0.732 -0.289
C -0.828 -0.376 -1.425
O 1.177 -1.549 -0.747
H -0.877 1.787 3.405
H -0.435 -1.236 0.510
H -1.312 -1.271 -1.829
H -0.279 0.119 -2.231
H -1.611 0.296 -1.056
H 1.994 -1.199 -0.366
*
```

Summary:
HOMO-LUMO gap, eV: 10.5
Energy above the lowest of the compared OMol25 structures with the same formula, charge and spin, kcal/mol: 53.8
SMILES: C#CC(=O)[C@@H](C)O

***

Entry 3:
ORCA calculation (ωB97M-V/def2-TZVPD) on a structure of composition C5H6O2.

```
! RIJCOSX wB97M-V def2-TZVPD def2/J DEFGRID3
* xyz 0 1
C 1.511 0.020 -0.644
C 0.647 0.951 0.208
C 0.509 -1.007 -0.003
C -0.850 -0.657 -0.520
C -0.848 0.880 -0.408
H 2.587 -0.072 -0.429
H 1.475 0.157 -1.753
H 1.161 1.866 0.533
H 0.681 -2.051 0.242
H -1.254 -1.293 -1.258
H -1.303 1.439 -1.173
O 0.498 -0.125 1.162
O -1.642 -0.020 0.343
*
```

Summary:
HOMO-LUMO gap, eV: 10.6
Energy above the lowest of the compared OMol25 structures with the same formula, charge and spin, kcal/mol: 91.6

***

Entry 4:
ORCA calculation (ωB97M-V/def2-TZVPD) on an isolated molecule of C5H6O2.

```
! RIJCOSX wB97M-V def2-TZVPD def2/J DEFGRID3
* xyz 0 1
O 1.599 -1.222 -1.284
C 0.637 -0.670 -0.813
C -0.686 -1.361 -0.462
O -1.474 -0.425 0.244
C -0.749 0.765 0.399
C 0.589 0.887 1.089
C 0.493 0.783 -0.421
H -0.533 -2.257 0.149
H -1.182 -1.665 -1.396
H -1.410 1.620 0.492
H 1.167 0.115 1.591
H 0.744 1.870 1.526
H 0.804 1.558 -1.113
*
```

Summary:
HOMO-LUMO gap, eV: 10.6
Energy above the lowest of the compared OMol25 structures with the same formula, charge and spin, kcal/mol: 37.2
SMILES: O=C1CO[C@H]2C[C@@H]12

***

Entry 5:
ORCA calculation (ωB97M-V/def2-TZVPD) on an isolated molecule of C5H6O2.

```
! RIJCOSX wB97M-V def2-TZVPD def2/J DEFGRID3
* xyz 0 1
C 1.857 0.723 0.021
C 2.031 -0.620 -0.035
O 0.721 -1.179 -0.214
C -0.178 -0.110 0.001
C -1.516 -0.154 0.771
C -1.500 0.118 -0.763
O 0.595 1.157 -0.161
H 2.554 1.416 0.448
H 2.817 -1.341 0.097
H -1.701 0.719 1.374
H -2.038 -1.127 0.905
H -1.855 -0.743 -1.503
H -1.787 1.142 -0.941
*
```

Summary:
HOMO-LUMO gap, eV: 9.1
Energy above the lowest of the compared OMol25 structures with the same formula, charge and spin, kcal/mol: 80.6
SMILES: C1=COC2(CC2)O1

***

Entry 6:
ORCA calculation (ωB97M-V/def2-TZVPD) on an isolated molecule of C5H6O2.

```
! RIJCOSX wB97M-V def2-TZVPD def2/J DEFGRID3
* xyz 0 1
C -1.541 -0.358 -0.408
C -0.608 0.171 0.694
C 0.507 1.085 0.299
C 1.499 0.520 -0.434
C 1.473 -0.896 -0.155
O 2.016 -1.917 -0.383
O 0.319 -0.803 1.162
H -2.127 -1.200 -0.018
H -2.235 0.413 -0.759
H -0.959 -0.712 -1.264
H -1.246 0.600 1.491
H 0.591 2.063 0.745
H 2.290 1.029 -0.968
*
```

Summary:
HOMO-LUMO gap, eV: 9.0
Energy above the lowest of the compared OMol25 structures with the same formula, charge and spin, kcal/mol: 56.6
SMILES: C[C@@H]1C=CC(=O)O1